A molecular structure, C24H18N4O7P3S3V, computed with ωB97M-V/def2-TZVPD.

ORCA input file:
```
! wB97M-V def2-TZVPD RIJCOSX def2/J DEFGRID3
* xyz 1 2
V -0.39 -0.39 0.42
S 5.61 0.29 4.62
N 5.48 0.16 3.01
C 4.21 -0.04 2.74
C 3.65 -0.29 1.42
C 4.42 -0.57 0.28
C 3.79 -0.91 -0.89
C 2.41 -0.99 -0.92
N 1.68 -0.73 0.15
C 2.28 -0.35 1.30
C 1.36 -0.06 2.47
N 0.09 -0.65 2.21
C -0.70 -1.07 3.27
C -0.22 -1.14 4.52
C 1.16 -0.83 4.77
C 1.96 -0.37 3.79
C 3.38 -0.12 3.90
N 4.06 0.03 5.02
H 5.50 -0.53 0.36
H 4.36 -1.15 -1.78
H 1.87 -1.29 -1.81
H -1.71 -1.34 3.01
H -0.86 -1.48 5.32
H 1.58 -1.01 5.75
O -3.45 2.61 0.98
P -2.39 1.58 1.49
O -2.78 0.86 2.68
O -1.89 0.76 0.26
O -1.07 2.55 1.79
P 0.43 2.27 1.42
O 1.11 3.67 1.30
O 1.15 1.50 2.57
O 0.52 1.49 0.14
H -3.27 3.03 0.13
H 1.05 4.27 2.05
S 1.50 -4.27 -1.30
P -0.03 -4.17 -0.14
S -1.11 -2.27 -0.35
C 0.35 -4.35 1.61
C 1.46 -3.65 2.09
C 1.89 -3.84 3.39
C 1.21 -4.73 4.22
C 0.12 -5.44 3.74
C -0.31 -5.26 2.43
C -1.44 -5.21 -0.54
C -2.65 -5.07 0.13
C -3.72 -5.88 -0.20
C -3.58 -6.83 -1.21
C -2.37 -6.97 -1.88
C -1.30 -6.16 -1.55
H 2.02 -3.01 1.43
H 2.76 -3.31 3.76
H 1.55 -4.88 5.24
H -0.39 -6.15 4.37
H -1.14 -5.83 2.06
H -2.77 -4.32 0.91
H -4.66 -5.77 0.31
H -4.42 -7.46 -1.47
H -2.27 -7.71 -2.66
H -0.35 -6.26 -2.07
*
```

## Properties
Orbital gap (spin up / spin down) in hartree: 0.218 / 0.251
Relative energy (zero: lowest compared OMol25 entry of this formula, charge and spin) in kJ/mol: 211.58
Electronic energy in eV: -131537.085
HOMO energy (spin up / spin down) in eV: -11.17 / -11.22

A single C16H32O molecule, computed with ωB97M-V/def2-TZVPD.

ORCA input file:
```
! wB97M-V def2-TZVPD RIJCOSX def2/J DEFGRID3
* xyz 0 1
C 8.57 1.28 -0.02
C 7.37 2.13 -0.42
C 6.15 1.29 -0.80
C 5.54 0.53 0.37
C 4.26 -0.22 -0.04
C 3.66 -0.99 1.13
C 2.45 -1.84 0.74
C 1.23 -1.02 0.35
C 0.02 -1.91 0.06
C -1.22 -1.10 -0.32
C -2.41 -2.01 -0.61
C -3.65 -1.25 -1.10
C -4.28 -0.36 -0.03
C -5.57 0.28 -0.53
C -6.21 1.16 0.54
C -7.44 1.86 0.03
O -8.49 1.94 0.61
H 8.83 0.59 -0.82
H 9.43 1.92 0.17
H 8.37 0.71 0.88
H 7.10 2.79 0.41
H 7.64 2.76 -1.27
H 6.43 0.59 -1.59
H 5.39 1.96 -1.22
H 6.26 -0.19 0.76
H 5.30 1.23 1.17
H 3.54 0.50 -0.42
H 4.50 -0.91 -0.85
H 3.36 -0.28 1.91
H 4.43 -1.64 1.55
H 2.73 -2.49 -0.09
H 2.19 -2.48 1.59
H 1.44 -0.42 -0.53
H 0.98 -0.33 1.17
H 0.27 -2.60 -0.75
H -0.21 -2.51 0.95
H -1.00 -0.50 -1.21
H -1.46 -0.42 0.49
H -2.67 -2.57 0.29
H -2.12 -2.73 -1.37
H -4.39 -1.98 -1.44
H -3.37 -0.64 -1.97
H -4.49 -0.96 0.85
H -3.58 0.42 0.26
H -6.28 -0.50 -0.82
H -5.36 0.88 -1.42
H -6.46 0.58 1.43
H -5.50 1.94 0.83
H -7.30 2.32 -0.97
*
```

## Properties
Orbital gap in hartree: 0.394
SMILES: CCCCCCCCCCCCCCCC=O
Relative energy (zero: lowest compared OMol25 entry of this formula, charge and spin) in kJ/mol: 5.22
Electronic energy in eV: -19159.102
HOMO energy in eV: -9.73

A molecular structure, C4H10S, computed with ωB97M-V/def2-TZVPD.

ORCA input file:
```
! wB97M-V def2-TZVPD RIJCOSX def2/J DEFGRID3
* xyz 0 1
C -0.12 -0.68 1.21
C -0.20 -0.16 -0.06
C 0.45 1.36 -0.12
C 0.55 -0.94 -1.06
H 0.82 -0.93 1.57
H -0.60 0.13 1.89
H -0.87 -1.66 1.25
H 1.47 1.09 0.23
H -0.42 1.86 0.42
H 0.53 2.01 -1.13
H -0.09 -0.78 -2.15
H 0.71 -2.16 -0.76
H 1.81 -0.36 -1.28
H -2.06 1.32 0.38
S -2.00 -0.09 -0.40
*
```

## Properties
Orbital gap in hartree: 0.346
Relative energy (zero: lowest compared OMol25 entry of this formula, charge and spin) in kJ/mol: 416.58
Electronic energy in eV: -15141.050
HOMO energy in eV: -9.01

A molecular structure, C11H15ClCoNO2S2V, computed with ωB97M-V/def2-TZVPD.

ORCA input file:
```
! wB97M-V def2-TZVPD RIJCOSX def2/J DEFGRID3
* xyz -1 7
Co -0.61 -0.86 0.06
Cl -1.36 -2.90 0.28
C 0.86 -0.57 -1.98
H 1.33 -0.44 -0.96
H 1.30 0.27 -2.57
H 1.40 -1.44 -2.41
V -0.67 0.04 -3.56
C -2.58 -0.55 -3.08
C 0.02 -1.44 -4.74
C -0.80 1.75 -4.20
H 0.62 -1.08 -5.60
H 0.69 -2.13 -4.17
H -0.83 -2.05 -5.13
H -3.30 0.25 -2.84
H -2.95 -1.07 -3.98
H -2.69 -1.26 -2.25
H -0.01 2.56 -4.14
H -1.83 2.29 -4.30
O -0.87 -2.10 3.05
S -1.21 -0.72 3.22
O -2.43 -0.33 3.86
N -1.02 0.03 1.64
C -0.20 1.12 1.67
S 0.00 1.57 0.06
C 0.55 1.22 2.88
C 1.80 1.85 3.08
C 2.54 1.54 4.21
C 2.14 0.53 5.10
C 0.96 -0.18 4.83
C 0.18 0.20 3.78
H 2.13 2.56 2.35
H 3.46 2.09 4.43
H 2.71 0.29 5.98
H 0.66 -1.06 5.43
*
```

## Properties
Orbital gap (spin up / spin down) in hartree: 0.234 / 0.182
Electronic energy in eV: -114736.358
HOMO energy (spin up / spin down) in eV: -3.57 / -5.00

3 unconnected molecules or ions with the total composition C2H10NO3, computed with ωB97M-V/def2-TZVPD.

ORCA input file:
```
! wB97M-V def2-TZVPD RIJCOSX def2/J DEFGRID3
* xyz -1 1
C -0.52 -0.31 -1.11
O -0.22 -0.79 0.12
C -1.27 1.00 -1.12
N -0.56 2.15 -0.54
H 0.38 -0.25 -1.77
H -1.17 -1.01 -1.69
H -1.51 1.24 -2.17
H -2.23 0.91 -0.61
H -0.31 1.85 0.40
H 0.33 2.19 -1.02
H 1.53 -2.55 1.84
H 0.19 -2.03 1.49
O 0.60 -2.77 1.98
H 2.31 0.06 1.77
H 0.99 -0.16 0.89
O 1.46 0.47 1.56
*
```

## Properties
Orbital gap in hartree: 0.286
Relative energy (zero: lowest compared OMol25 entry of this formula, charge and spin) in kJ/mol: 24.38
Electronic energy in eV: -9869.518
HOMO energy in eV: -3.75

A single C2H5NO4 molecule, computed with ωB97M-V/def2-TZVPD.

ORCA input file:
```
! wB97M-V def2-TZVPD RIJCOSX def2/J DEFGRID3
* xyz 0 1
C -1.00 1.11 -0.45
C -1.17 -0.20 0.39
O -2.12 -0.42 1.06
O -0.21 -1.17 0.26
N 1.14 -1.18 -0.16
O 1.53 0.10 -0.48
O 1.82 -1.59 0.94
H -0.33 0.87 -1.28
H -2.03 1.27 -0.78
H -0.67 1.99 0.21
H 1.51 0.25 -1.46
H 1.53 -1.04 1.76
*
```

## Properties
Orbital gap in hartree: 0.393
SMILES: CC(=O)ON(O)O
Relative energy (zero: lowest compared OMol25 entry of this formula, charge and spin) in kJ/mol: 635.53
Electronic energy in eV: -11830.206
HOMO energy in eV: -10.24

A molecular structure, C11H18O3S, computed with ωB97M-V/def2-TZVPD.

ORCA input file:
```
! wB97M-V def2-TZVPD RIJCOSX def2/J DEFGRID3
* xyz 0 3
C 2.25 3.04 -0.77
C 1.65 1.93 -0.21
C 2.92 0.37 1.36
C 2.31 0.55 -0.15
C -4.91 -0.50 0.92
C 1.76 -1.59 -1.32
C -3.88 -0.24 -0.22
C -2.53 0.03 0.56
C -1.22 -0.14 -0.50
C 0.00 -0.48 0.33
C 1.26 -0.48 -0.44
O 3.58 0.40 -0.84
O 5.62 0.37 0.68
O 4.33 -1.73 0.25
S 4.38 -0.28 0.47
H 1.69 3.91 -0.51
H 3.25 3.12 -1.14
H 0.72 2.00 0.29
H 2.52 -0.60 1.93
H -4.80 0.21 1.76
H -4.99 -1.51 1.29
H -5.83 -0.36 0.57
H 2.85 -1.71 -1.50
H 1.12 -1.69 -2.27
H 1.50 -2.54 -0.92
H -3.57 -1.16 -0.78
H -4.16 0.57 -0.86
H -2.40 0.94 1.05
H -2.46 -0.83 1.18
H -1.63 -1.01 -1.02
H -1.18 0.77 -1.02
H -0.21 -1.55 0.65
H 0.08 0.19 1.18
*
```

## Properties
Orbital gap (spin up / spin down) in hartree: 0.303 / 0.280
Electronic energy in eV: -28668.874
HOMO energy (spin up / spin down) in eV: -7.56 / -9.93